Below is a molecular structure, C32H37F3IrN2O2SbSe2Si at a distorted geometry, with properties calculated with ωB97M-V/def2-TZVPD.

Geometry (Å):
H1 -4.16880 -3.65064 -2.27734
H2 -3.16245 -2.04351 3.39922
O1 -4.05669 0.53768 5.13042
C1 1.09343 -0.79503 -4.05909
H3 -0.81082 -4.37111 0.28820
Ir1 -0.07614 0.09383 0.81158
H4 4.67088 1.89852 -2.78331
H5 2.29804 4.51392 -1.10388
H6 -3.58986 -1.33742 5.68757
H7 3.51201 0.38617 -4.40786
H8 3.55655 3.37818 1.48018
H9 3.54698 2.42673 -0.63128
H10 0.60841 -2.65026 4.68938
H11 -4.01170 2.07947 -3.52738
C2 -5.18371 0.10172 -1.03626
C3 -1.22623 0.70369 4.25945
H12 -4.26731 -1.69272 -0.33411
H13 1.03809 5.46370 -0.30615
H14 -3.41936 -1.82411 -4.37381
Si1 1.16839 3.21931 0.71176
H15 -1.92577 -6.41285 1.16201
C4 -2.40696 -5.78613 0.42119
C5 1.78873 1.26341 -1.10064
N1 1.21011 0.41379 -1.95525
F1 -6.03731 2.09946 -1.92882
C6 -1.79126 -4.64656 -0.08352
Se1 0.57497 0.58416 3.52396
H16 -0.67282 4.56245 1.72265
C7 2.56664 3.45376 1.93825
H17 0.03699 -0.52981 -4.12886
O2 -0.01764 -2.08319 4.22571
H18 -5.29590 -5.66175 -1.34608
C8 -1.67144 -3.86209 -6.39394
C9 -3.67392 -4.23471 -1.50821
C10 -2.66735 -2.99875 -5.99313
H19 -6.02258 0.05780 -0.35112
C11 -2.41863 -3.85198 -1.04248
H20 1.14959 -1.83030 -3.71286
C12 -1.95539 -0.62112 4.48840
C13 -1.03463 -1.66790 5.12417
C14 -1.61738 -2.86004 -3.81223
H21 0.10299 -4.94670 -5.90407
N2 1.07515 1.60093 0.05562
C15 -4.18907 -0.86945 -1.03198
H22 0.16968 -4.04389 -3.59119
H23 -3.45003 -2.72332 -6.68950
H24 -2.22828 0.35132 -3.50738
C16 -3.06626 -0.39514 5.53192
C17 -3.10891 -0.79461 -1.90973
H25 -1.11867 1.23133 5.20956
C18 -4.31276 -5.36238 -1.00338
C19 -2.64747 -1.10459 3.19786
C20 -0.65307 -4.25732 -5.55014
H26 -0.57879 -1.22666 6.02026
Se2 -1.63200 -1.49124 1.55696
F2 -4.28403 -7.19664 0.46301
C21 -4.04594 1.24918 -2.83203
C22 -2.63527 -2.50049 -4.69333
H27 -3.67552 1.41985 5.09327
H28 2.48761 4.44179 2.40838
C23 1.81741 0.12595 -3.11294
C24 -3.66583 -6.10866 -0.04169
H29 -3.39474 -0.36898 2.91575
H30 0.59957 4.20901 -1.47979
Sb1 -1.40364 -2.09891 -1.79525
C25 3.05471 0.64827 -3.46176
H31 2.50312 2.69935 2.72904
H32 1.53416 -0.74967 -5.05511
F3 -1.69108 -4.33842 -7.65459
H33 -2.61080 -0.09829 6.48518
C26 3.69140 1.48862 -2.55718
H34 -0.38317 3.08234 2.64794
C27 3.06349 1.79937 -1.37087
C28 1.29538 4.46471 -0.67495
C29 -0.63265 -3.74397 -4.25985
H35 -1.64150 -2.52289 5.44056
H36 -1.27674 3.00600 1.11640
C30 -5.08537 1.14624 -1.93322
C31 -3.05643 0.27302 -2.80899
C32 -0.44615 3.49292 1.63300
H37 -1.77592 1.33720 3.56128

Atoms 1-6, force components in eV/Å:
H 0.0 0.0 0.0
H 0.0 0.0 0.0
O 0.1 -0.1 0.0
C 0.1 0.0 0.1
H 0.0 0.0 0.0
Ir 0.3 1.5 1.0

Summary:
total charge = 0
highest occupied orbital energy (spin up / spin down) = -7.355 / -7.643 eV
spin multiplicity = 5
expectation value of S² = 6.019

=====

Below is a molecular structure, C32H37IrN5O4Se, with properties calculated with ωB97M-V/def2-TZVPD.

Geometry (Å):
N1 0.05395 1.02441 1.10806
C1 2.63656 1.08886 -3.38155
C2 3.28683 -0.00839 -2.58942
H1 -3.87777 1.55122 1.22159
H2 0.95348 4.06543 0.56257
N2 1.82179 0.37406 -0.63576
H3 -0.91546 4.25051 -2.66120
C3 -1.68643 -3.46163 1.15025
H4 -5.27103 -0.10310 -2.18275
C4 0.90769 3.33850 1.37781
H5 3.89558 1.98480 -0.99676
C5 -0.62497 1.35107 4.72447
H6 1.53073 -3.69405 -3.18247
H7 -0.16340 2.71440 -3.13770
C6 -4.25991 -0.21847 -1.80367
H8 -2.63888 0.51257 0.49794
C7 -0.73598 3.22112 -2.36541
C8 3.15922 2.42702 -0.33401
O1 0.82525 -4.11647 -2.66023
C9 -2.23443 1.24937 -1.99606
H9 2.88165 2.07522 -2.98064
H10 2.15021 1.70838 3.50685
C10 -1.65343 -2.47070 2.27584
C11 -1.98406 1.62224 4.73284
H11 5.05136 -2.81006 -0.53597
C12 4.96707 -1.74153 -2.39549
H12 -3.75527 1.85603 3.54842
O2 0.86193 -2.20802 -1.51248
O3 -2.20434 -2.74248 3.43557
H13 -3.74553 -0.98645 -2.37348
N3 -0.84881 -3.08988 0.19798
H14 1.76956 0.34115 4.52640
H15 3.61910 2.59234 0.64415
C13 1.52586 0.81310 3.57680
C14 -0.68044 1.21060 2.34787
C15 -3.23571 3.20522 -2.27415
C16 -2.05087 1.43827 2.32911
H16 4.67204 -0.52895 -4.13362
C17 0.05843 1.13603 3.53217
C18 4.55503 -2.03149 -1.10075
H17 3.40917 -2.61377 1.19407
C19 -2.69104 1.65858 3.54126
N4 -3.56513 1.05859 -1.96922
H18 -2.56546 -3.63758 3.50231
H19 -1.11028 -5.73152 -1.85772
H20 0.04202 3.53521 2.00202
H21 -0.19035 3.20410 -1.42370
H22 -2.50074 2.27854 0.39785
H23 -2.49556 1.79402 5.66992
H24 1.55036 0.98570 -3.39508
O4 -1.07640 -1.41969 2.10342
H25 -3.31264 4.26589 -2.43887
C20 -0.65286 -3.89673 -0.82755
H26 -5.27170 2.34078 -2.15130
H27 -2.80523 -6.38026 -0.12639
H28 3.46663 -0.90110 1.59993
C21 3.50869 -1.32643 -0.52297
C22 -2.80957 1.44715 1.03900
C23 -2.24447 -5.46035 -0.03327
N5 -2.02910 2.56433 -2.19922
C24 1.96189 1.56720 -0.16331
C25 0.88482 1.97144 0.79305
H29 -0.07938 1.29662 5.65750
H30 5.78581 -2.29484 -2.83507
Se1 -0.91986 -0.11555 -2.06997
H31 1.81085 3.49245 1.97252
C26 -1.31706 -5.10096 -1.00420
H32 1.82823 0.12255 2.78836
Ir1 0.25828 -0.65969 -0.01162
H33 -3.12689 -4.92162 1.84545
C27 -2.42409 -4.63606 1.07330
H34 -4.29324 -0.48734 -0.74950
C28 0.40655 -3.33808 -1.70867
C29 -4.19888 2.25832 -2.13153
C30 3.07395 -1.62560 0.88403
H35 1.97027 -1.64476 1.02501
H36 2.99141 1.07148 -4.40955
C31 2.90948 -0.32340 -1.28652
C32 4.34010 -0.74671 -3.12678
H37 2.86486 3.40882 -0.71011

Atoms 1-6, force components in eV/Å:
N 0.3 0.3 -0.1
C -0.1 0.0 -0.1
C 0.1 -0.1 0.1
H 0.0 0.0 0.0
H 0.0 0.0 0.0
N 0.0 0.4 0.3

Summary:
total charge = +3
energy relative to the best compared isomer or geometry (same formula, charge and spin) = 0.0000 eV
highest occupied orbital energy = -16.275 eV
spin multiplicity = 1

=====

Below is a molecular structure, C32H38AsCoN7O2, with properties calculated with ωB97M-V/def2-TZVPD.

Geometry (Å):
H1 4.81325 2.12043 -2.96422
N1 0.21327 -1.33629 -1.49671
H2 3.80929 -2.68500 2.62428
C1 -6.18488 -2.08769 3.13621
As1 -1.27987 -1.01739 1.23323
H3 1.23965 2.31114 -4.02565
H4 5.15966 -1.08490 -1.29755
N2 3.89440 0.56974 -1.27491
H5 2.06850 1.23912 -5.15954
H6 -7.02902 -2.63995 3.52670
C2 -0.34302 -3.02951 -3.61846
Co1 0.37930 0.10384 -0.08595
H7 1.69035 -2.66883 -0.95530
N3 1.72625 -0.41524 1.30980
C3 -2.19154 4.46847 0.71147
C4 -2.86135 4.06844 -0.43365
C5 -0.79318 2.53113 0.58695
H8 -1.83145 -1.53212 -4.13308
C6 4.06433 2.02842 -3.74369
C7 0.90801 -2.46394 -1.66905
H9 -2.85398 -2.96012 1.12969
C8 2.39741 -1.55792 1.48626
C9 -1.47330 2.12579 -0.57525
O1 -2.27065 0.66955 -3.02350
H10 3.73325 3.03331 -4.01796
C10 -4.20428 -0.77428 3.50055
C11 -1.99163 -2.67363 0.53005
H11 -3.02210 2.57779 -1.98484
N4 2.92543 1.24596 -3.27202
C12 -2.84628 0.11199 1.57611
C13 1.07627 1.82032 1.99251
C14 1.75203 1.34686 -4.12297
C15 4.94849 -0.20311 -1.90715
H12 -2.47409 5.38694 1.20848
H13 -0.61754 4.01940 2.11647
H14 -3.51579 -0.28964 4.18401
H15 5.87504 0.36987 -1.99936
H16 3.32755 1.58959 0.45185
N5 -1.03060 0.88198 -1.07424
O2 1.25258 2.80134 2.69987
H17 -0.56162 -3.69630 -4.44183
H18 -2.29526 -2.55422 -0.50887
H19 -5.42187 -1.57122 5.07277
H20 2.19628 -2.35464 0.78702
H21 4.51701 1.56114 -4.61907
H22 -3.09657 0.61334 0.64318
N6 1.63946 1.09025 -1.31426
C16 4.09912 0.89657 0.12408
C17 1.91895 0.58258 2.18483
H23 0.99281 1.65154 -1.85515
C18 2.80761 0.48177 3.24122
H24 -0.28007 -0.70486 3.52921
C19 3.29484 -1.74044 2.51976
C20 -1.05029 -1.85210 -3.45725
C21 -6.01112 -1.95745 1.76472
C22 -0.77096 -1.53717 3.02650
C23 2.78048 0.97350 -1.93719
H25 -4.81202 -1.12831 0.19343
C24 -1.45458 0.28832 -2.19550
H26 5.07389 1.37714 0.24133
H27 2.91121 1.33422 3.89832
C25 -2.50940 2.89433 -1.09030
H28 4.08521 0.00338 0.75566
H29 -0.09479 -2.39018 2.99601
H30 -1.22677 -3.44685 0.59551
H31 -2.49381 0.87471 2.27265
H32 -1.67397 -1.81340 3.56908
N7 0.18829 1.61618 1.01319
H33 4.63472 -0.52677 -2.89583
C26 0.66239 -3.33639 -2.71208
C27 -4.01433 -0.64743 2.12715
C28 -1.15047 3.70781 1.23214
H34 1.05231 0.54798 -3.89700
C29 -4.93415 -1.24214 1.26541
H35 1.24992 -4.23829 -2.80753
C30 -5.28162 -1.49090 4.00286
H36 -6.72185 -2.40602 1.08315
C31 3.50973 -0.69663 3.41107
H37 4.20927 -0.80918 4.22861
H38 -3.66683 4.67340 -0.82801
C32 -0.74094 -1.02920 -2.38841

Atoms 1-6, force components in eV/Å:
H 0.0 0.0 0.0
N 0.2 0.0 0.2
H 0.0 0.0 0.0
C 0.0 0.0 0.0
As 0.0 0.4 -0.1
H 0.0 0.0 0.0

Summary:
total charge = +1
energy relative to the best compared isomer or geometry (same formula, charge and spin) = 0.1581 eV
highest occupied orbital energy = -9.842 eV
spin multiplicity = 1

=====

| no. | calculated total energy (a.u.) |
| --- | --- |
| 1 | -7238.026083 |
| 2 | -4321.253274 |
| 3 | -5394.424372 |